[1]
Here is 2 unconnected molecules or ions with the total composition C3H10NOP at a distorted geometry from the Open Molecules 2025 dataset. Energies are from wB97M-V/def2-TZVPD.

Cartesian coordinates (Å):
H (2.659, -1.416, -0.568)
H (-0.521, 1.170, -0.108)
H (-0.403, -1.811, 1.006)
P (-1.079, -0.006, -0.376)
H (-1.072, 0.192, -1.717)
H (1.950, 0.043, -1.467)
H (-2.899, 0.437, 1.267)
H (-3.651, -0.506, -0.090)
N (-0.110, -0.962, 0.527)
O (1.608, 1.492, 0.493)
C (2.486, -0.341, -0.603)
H (1.729, -0.304, 1.595)
H (3.422, 0.079, -0.477)
C (1.829, 0.268, 0.639)
H (-3.072, 1.349, -0.320)
C (-2.877, 0.317, 0.198)

charge	0
E_HOMO	-8.824	eV
SMILES	C[PH2]=N.CC=O

=====

[2]
Here is 11 unconnected molecules or ions with the total composition C40H62O35S2 at a distorted geometry from the Open Molecules 2025 dataset. Energies are from wB97M-V/def2-TZVPD.

Cartesian coordinates (Å):
C (5.563, 2.481, -1.654)
C (6.953, -3.400, -3.804)
O (-3.465, 2.574, 4.055)
C (0.040, 6.111, 0.860)
H (8.192, 2.694, -3.758)
H (3.499, -2.123, -2.645)
O (-0.323, -0.403, -4.802)
O (1.235, -6.115, -2.154)
O (-5.354, 1.316, -1.190)
O (0.725, -2.045, -3.205)
C (-1.361, 2.596, 5.116)
C (-1.333, -5.852, -0.053)
O (7.722, -2.455, -3.252)
C (-0.298, -0.740, -0.531)
H (7.193, 5.169, -1.432)
C (6.940, 4.284, -2.016)
O (-0.469, 5.556, -1.227)
H (-0.061, 1.360, 6.449)
O (-8.172, -2.190, 3.517)
C (6.939, -1.325, -2.761)
H (1.946, -3.648, 2.430)
O (0.103, -3.556, 3.238)
C (-4.442, 0.380, -0.857)
H (-1.726, -5.844, 0.964)
O (6.773, 2.021, -1.739)
H (-2.626, 6.366, 0.284)
C (-5.402, -2.318, -4.100)
C (7.706, 3.036, -1.660)
H (2.275, 2.209, -2.970)
O (2.241, -0.611, -4.799)
H (6.852, -1.241, -1.677)
H (-4.217, -1.741, 6.592)
C (-1.042, -4.447, -0.720)
H (-2.046, -2.927, -3.875)
C (4.444, -1.830, -2.188)
H (-3.097, -1.416, 5.234)
C (-7.035, -1.710, 3.752)
C (-2.970, -2.533, -3.452)
O (-3.459, 0.889, -0.092)
O (-2.150, -0.904, 2.396)
O (-4.549, -0.826, -1.195)
H (-6.164, -3.093, -4.188)
C (-0.464, 1.321, 5.437)
O (0.407, 4.835, 0.654)
C (0.221, 0.487, 0.283)
H (0.065, 7.568, -0.500)
C (-3.872, 2.137, 0.440)
C (-4.993, 2.520, -0.622)
H (2.548, -5.472, 3.975)
H (2.358, 0.614, -0.337)
C (-2.076, 2.662, 3.744)
C (0.168, 4.568, -0.670)
S (0.819, -0.833, -3.999)
O (0.582, -5.591, 3.936)
H (9.117, 1.630, -2.689)
H (-4.189, -2.837, 5.280)
O (7.328, -4.457, -4.244)
O (-4.605, 2.310, 6.002)
H (-1.685, 1.863, 3.114)
H (-0.448, 6.345, 1.806)
C (-0.550, 6.679, -0.359)
H (1.930, 1.599, 1.004)
H (-1.857, 3.546, 3.143)
C (-2.024, 7.064, -0.298)
O (1.185, 0.418, -2.952)
H (1.426, -2.228, 5.192)
H (4.711, -2.535, -1.400)
O (0.487, 3.482, -1.188)
C (2.680, 0.774, -4.611)
O (2.333, -5.940, 0.096)
H (7.274, -0.359, -3.139)
H (-2.778, 3.998, 0.853)
H (-5.359, -0.030, 5.248)
O (-1.545, -5.110, 3.295)
O (-1.296, -1.297, 0.312)
O (-4.577, -0.345, -6.870)
O (4.545, 1.823, -1.431)
O (-0.167, -6.547, -0.023)
H (-1.522, -3.569, -0.289)
C (1.525, -3.569, 3.433)
C (1.860, -2.210, 4.192)
O (5.776, -3.057, -3.731)
H (1.725, -4.535, 5.271)
H (8.154, 3.108, -0.669)
C (5.528, -1.723, -3.261)
H (-5.493, -1.820, -3.135)
H (-2.735, -1.485, -3.271)
C (8.673, 2.621, -2.782)
O (-6.284, -1.072, 2.827)
H (-5.795, 3.083, -0.145)
H (-0.212, 1.361, -0.203)
H (1.055, 1.961, -4.363)
H (-4.251, 1.872, 1.427)
C (-1.371, -0.702, 1.481)
O (-5.653, -1.280, -5.044)
C (-5.159, -1.015, 4.827)
O (-6.372, -1.728, 4.925)
H (-3.211, -2.978, -2.486)
C (-3.590, 2.373, 5.381)
C (-4.939, -0.973, 3.271)
H (4.240, -0.809, -1.864)
C (-2.619, 3.074, 0.298)
H (-1.651, 2.817, 0.730)
H (3.605, 0.696, -4.041)
H (-4.125, -3.760, -4.821)
C (-4.019, -2.730, -4.480)
C (1.674, -4.876, 4.237)
H (0.505, -1.450, -0.727)
H (-0.992, 0.370, 5.363)
C (1.723, 0.630, 0.549)
O (-3.677, -2.065, -5.650)
H (-4.651, 3.226, -1.379)
C (-4.631, -1.179, -5.997)
H (-2.479, 3.338, -0.751)
H (-0.808, -0.332, -1.404)
O (-0.445, 0.237, 1.510)
C (-0.373, -4.801, 3.494)
H (-2.334, 7.220, -1.331)
H (7.125, 4.569, -3.052)
C (1.773, 1.534, -3.663)
H (-0.804, 3.493, 5.389)
H (1.666, -1.250, 3.714)
H (0.389, 1.328, 4.758)
H (1.938, -0.149, 1.279)
H (-4.258, -1.736, 2.893)
C (-4.088, -1.776, 5.511)
S (1.159, -5.797, -0.728)
H (-4.487, -0.015, 3.011)
H (5.290, -1.132, -4.145)
H (2.807, 1.345, -5.531)
O (0.387, -4.333, -0.542)
H (-1.234, -4.470, -1.793)
H (0.980, 6.659, 0.923)
H (9.501, 3.322, -2.888)
H (2.941, -2.223, 4.337)
H (-2.090, -6.307, -0.691)
H (-2.055, 8.002, 0.257)
O (-2.448, 2.396, 5.982)
O (5.580, 3.855, -1.782)

charge	+1
E_HOMO (spin up / spin down)	-11.504 / -11.504	eV
multiplicity	2
⟨S²⟩	0.756

=====

[3]
Here is C4H9NO2 in the gas phase at a distorted geometry from the Open Molecules 2025 dataset. Energies are from wB97M-V/def2-TZVPD.

Cartesian coordinates (Å):
H (1.013, -1.279, -0.173)
H (-1.230, 1.740, -0.716)
H (-0.701, -0.235, 1.958)
O (1.553, 1.767, 0.176)
H (0.126, 2.007, -1.821)
H (2.022, 0.287, 1.444)
C (-0.663, 1.328, -1.536)
C (1.410, 0.649, 0.590)
O (-0.002, -2.155, 1.568)
H (-1.380, 1.235, -2.358)
N (-0.233, -0.020, -1.204)
H (-1.465, -1.107, 0.576)
C (0.456, -0.379, 0.034)
H (0.130, -0.523, -1.995)
H (-0.491, -2.425, 2.357)
C (-0.544, -0.891, 1.100)

charge	0
E_HOMO	-8.569	eV
SMILES	CN[C@@H](C=O)CO

=====

Number 1: calculated total energy -16096.7644 eV. Number 2: calculated total energy -135804.6453 eV. Number 3: calculated total energy -9877.6747 eV.